Molecular formula: C24H48NO5
Method: DFT, ωB97M-V/def2-TZVPD

gap between HOMO and LUMO	6.877	eV
E_LUMO	-4.1	eV
total energy	-37385.245	eV
HOMO energy	-11.0	eV

The geometry in ORCA input format:
```
! RIJCOSX wB97M-V def2-TZVPD def2/J DEFGRID3
* xyz 1 1
C 1.07974 -2.63113 -1.06482
C 1.01907 -3.89451 -0.19840
C 1.17729 -5.20168 -0.96887
C -0.06259 -5.66440 -1.74878
O -0.93405 -4.57676 -2.10678
C -2.26017 -4.68427 -1.72115
C -2.79192 -3.28675 -1.85213
N -3.61380 -2.98525 -0.93089
C -3.87915 -4.16586 -0.06348
C -2.59765 -4.97958 -0.24295
H 0.69546 -2.79486 -2.06790
H 2.07701 -2.20861 -1.13095
H 0.45730 -1.85554 -0.61596
H 1.84093 -3.84223 0.51602
H 0.11275 -3.88846 0.40618
H 1.39841 -5.99571 -0.25615
H 2.01750 -5.10629 -1.65187
H 0.26154 -6.12358 -2.68150
H -0.60825 -6.42965 -1.19893
H -2.86039 -5.36716 -2.34097
H -2.41963 -2.61462 -2.61308
H -4.01898 -2.05727 -0.81114
H -4.23548 -3.94009 0.93241
H -4.67924 -4.70392 -0.57695
H -2.84668 -6.01660 -0.03194
H -1.81585 -4.68915 0.45261
C 4.03561 1.22305 1.15338
C 3.25560 0.32072 2.10694
C 1.90323 0.23742 1.41355
O 2.15513 0.33875 0.00921
C 3.51360 0.76128 -0.19634
H 5.11536 1.12880 1.23631
H 3.77248 2.26930 1.32212
H 3.71789 -0.66783 2.15381
H 3.18399 0.71064 3.12075
H 1.25464 1.06891 1.71435
H 1.37844 -0.70026 1.61468
H 4.08840 -0.09124 -0.57305
H 3.53003 1.54785 -0.94888
C -2.00653 1.93301 -1.33886
C -1.58606 0.82333 -0.37802
C -2.92811 0.40069 0.19783
O -3.89755 0.59643 -0.83617
C -3.31696 1.38526 -1.89039
H -1.27644 2.13374 -2.11976
H -2.18162 2.85933 -0.78907
H -1.12886 -0.00073 -0.93293
H -0.88158 1.14190 0.38706
H -3.20056 1.00684 1.06529
H -2.95069 -0.65230 0.50106
H -3.14116 0.73948 -2.75773
H -4.02472 2.16084 -2.17790
C 6.19788 4.69194 -2.45885
C 7.58792 4.07457 -2.58946
C 7.66363 3.22037 -1.33214
O 6.32473 2.79463 -1.05106
C 5.40764 3.53821 -1.85776
H 5.78186 5.03894 -3.40311
H 6.22231 5.53528 -1.76598
H 7.63720 3.44383 -3.47943
H 8.39016 4.80770 -2.64744
H 8.03387 3.79892 -0.47986
H 8.29482 2.33979 -1.45216
H 5.01643 2.87693 -2.63984
H 4.57384 3.87204 -1.23742
C -6.28347 2.63778 3.60811
C -5.04620 2.31415 2.77350
C -4.04973 3.34507 3.29012
O -4.38452 3.57463 4.65556
C -5.65870 2.99853 4.95027
H -6.99266 1.81504 3.68217
H -6.80417 3.49986 3.18729
H -4.69480 1.30369 3.00065
H -5.20886 2.38664 1.69800
H -4.13567 4.28835 2.73978
H -3.01305 3.00672 3.23242
H -5.50836 2.10782 5.56975
H -6.24879 3.71731 5.51801
*
```


Molecular formula: C24H48O6
Method: DFT, ωB97M-V/def2-TZVPD

gap between HOMO and LUMO	8.827	eV
E_LUMO	0.5	eV
total energy	-37925.786	eV
HOMO energy	-8.3	eV

The geometry in ORCA input format:
```
! RIJCOSX wB97M-V def2-TZVPD def2/J DEFGRID3
* xyz 0 1
C -1.72734 -2.46715 -0.29055
C -1.05604 -2.85377 0.98815
C -2.25161 -3.38251 1.93414
O -3.21768 -3.81329 0.94003
C -2.67328 -3.70067 -0.36997
H -0.88932 -2.36756 -0.98041
H -2.15895 -1.49288 -0.06119
H -0.58150 -1.99908 1.47023
H -0.31626 -3.62192 0.76283
H -2.66442 -2.58152 2.54741
H -1.92118 -4.12032 2.66527
H -3.51495 -3.54718 -1.04534
H -2.26910 -4.67615 -0.64046
C -0.03619 0.51295 -0.90746
C -0.11066 1.31942 0.36809
C -0.86019 0.49418 1.37091
O -0.46446 -0.84094 1.07044
C -0.03214 -0.91393 -0.33244
H 0.88694 0.77220 -1.42583
H -0.87859 0.68829 -1.57657
H -0.63159 2.26677 0.22928
H 0.93282 1.39549 0.67382
H -1.94448 0.53063 1.26568
H -0.69314 0.85802 2.38472
H -0.73258 -1.46604 -0.95906
H 0.99258 -1.27953 -0.26618
C -0.90820 2.87753 -3.53971
C 0.22456 1.91002 -3.10236
C 1.21770 2.92709 -2.48564
O 0.41439 3.93568 -1.88209
C -0.88696 3.82319 -2.36848
H -1.84277 2.33601 -3.68618
H -0.64263 3.34484 -4.48797
H 0.64991 1.42177 -3.97916
H -0.11440 1.16328 -2.38431
H 1.85350 3.38870 -3.24114
H 1.81584 2.28721 -1.83690
H -1.12382 4.82766 -2.71926
H -1.52336 3.35611 -1.61686
C 2.38862 0.09968 0.05575
C 3.43312 0.39690 1.22647
C 4.80788 0.19089 0.59985
O 4.61796 0.31503 -0.74987
C 3.32680 -0.30576 -1.02492
H 1.78436 0.98185 -0.15577
H 1.77195 -0.76063 0.31589
H 3.31586 -0.07330 2.20282
H 3.18082 1.44191 1.40644
H 5.22710 -0.77573 0.87913
H 5.58624 0.91477 0.84120
H 3.29611 -1.38786 -1.15222
H 2.92161 0.08768 -1.95719
C -3.88305 3.66955 1.18522
C -4.01555 2.50884 2.11784
C -3.21770 1.48056 1.25393
O -2.17453 2.29256 0.72901
C -2.37134 3.70678 0.88734
H -4.26976 4.57739 1.64825
H -4.43785 3.52809 0.25770
H -5.03096 2.24689 2.41521
H -3.47355 2.82774 3.00815
H -3.88120 1.25228 0.41981
H -2.91765 0.58531 1.79854
H -2.13776 4.27887 -0.01058
H -1.82810 4.15360 1.72002
C 1.22655 -2.87166 -0.00746
C 2.38011 -3.79151 -0.06840
C 3.41742 -3.13201 0.74607
O 2.70022 -2.29081 1.66604
C 1.32567 -2.36734 1.44660
H 0.34145 -3.49554 -0.13190
H 1.22475 -1.91494 -0.52972
H 2.79871 -3.99284 -1.05447
H 2.12851 -4.75671 0.37113
H 4.09737 -2.60275 0.07850
H 4.08935 -3.87231 1.18032
H 0.90953 -1.38700 1.67868
H 1.02035 -3.07116 2.22088
*
```


Molecular formula: C24H49CrN2O6P2
Method: DFT, ωB97M-V/def2-TZVPD

gap between HOMO and LUMO (alpha / beta)	9.353 / 10.023	eV
E_LUMO (alpha / beta)	-5.3 / -4.7	eV
total energy	-87942.675	eV
expectation value of S²	3.808
HOMO energy (alpha / beta)	-14.6 / -14.8	eV

The geometry in ORCA input format:
```
! RIJCOSX wB97M-V def2-TZVPD def2/J DEFGRID3
* xyz 2 4
Cr -0.45325 0.03371 0.18469
C -0.49578 -2.19766 0.32991
C -0.60379 -1.85275 -1.02726
C -1.78792 -1.08631 -1.19935
C -2.42847 -0.99546 0.05886
C -1.62106 -1.65647 1.01193
H 0.31668 -2.73876 0.78903
H 0.10817 -2.08410 -1.80334
H -2.14642 -0.67774 -2.13062
H -3.34734 -0.46995 0.26746
H -1.82128 -1.73903 2.06859
C 2.66184 5.00181 -1.68409
C 3.05842 3.75264 -2.43599
C 4.49819 3.34666 -2.22462
O 2.10621 2.67320 -2.07887
P 2.13532 1.58146 -0.98183
O 0.85786 0.79656 -1.10500
C 2.24610 2.34173 0.64540
P 1.96785 1.17813 1.98961
O 0.83449 0.23813 1.68851
O 3.23845 0.32588 2.25733
C 4.51627 0.88186 2.77022
C 4.86349 0.10775 4.01866
C 5.54390 0.74752 1.67175
O 1.68496 2.13905 3.18588
C 1.30582 1.62829 4.52968
C -0.19877 1.70901 4.64657
C 2.03987 2.47905 5.53571
O 3.43126 0.73035 -1.02939
C 3.77257 -0.41618 -1.90668
C 3.13583 -0.28543 -3.27146
C 3.39352 -1.67527 -1.16373
H 3.23213 5.84762 -2.06770
H 2.87967 4.91423 -0.61772
H 1.60297 5.21814 -1.81984
H 2.86026 3.87709 -3.49871
H 4.73512 3.20860 -1.16740
H 5.13440 4.14758 -2.60128
H 4.75028 2.43607 -2.76534
H 1.46796 3.10568 0.71166
H 3.21739 2.82465 0.77702
H 4.33589 1.93331 3.01079
H 4.98370 -0.95010 3.78562
H 4.09236 0.21313 4.78117
H 5.80216 0.47876 4.42967
H 5.69847 -0.30338 1.42549
H 6.49310 1.16198 2.01118
H 5.24022 1.27515 0.76715
H 1.63831 0.58902 4.58349
H -0.52711 2.74631 4.55726
H -0.51388 1.33656 5.62112
H -0.68422 1.09984 3.88201
H 1.74064 3.52312 5.44138
H 3.11905 2.40995 5.40339
H 1.79847 2.14166 6.54364
H 4.85515 -0.33132 -1.98588
H 2.04806 -0.34978 -3.21246
H 3.48951 -1.10219 -3.90041
H 3.40978 0.65036 -3.75796
H 2.31111 -1.72830 -1.03423
H 3.86579 -1.70524 -0.18261
H 3.71709 -2.54786 -1.73104
C -4.97546 3.97070 -0.27426
C -3.58607 4.56569 -0.10437
N -2.64731 3.68857 0.62466
C -2.50699 3.91463 2.06923
C -3.38978 3.01194 2.92257
C -2.02659 2.66149 0.04561
C -2.15421 2.44400 -1.43345
N -1.27604 1.81024 0.71622
H -5.61104 4.67956 -0.80429
H -5.44085 3.76046 0.68769
H -4.95511 3.04848 -0.85418
H -3.64389 5.49076 0.46516
H -3.15602 4.83129 -1.06747
H -2.74635 4.95992 2.25082
H -1.45229 3.80316 2.33635
H -4.44444 3.20347 2.73353
H -3.20406 3.19990 3.98001
H -3.19859 1.95543 2.72744
H -2.16347 3.37799 -1.98781
H -3.08137 1.91596 -1.65913
H -1.31371 1.84810 -1.78213
H -1.25843 1.97582 1.71569
*
```


Molecular formula: C24H49FO8P
Method: DFT, ωB97M-V/def2-TZVPD

gap between HOMO and LUMO	7.488	eV
E_LUMO	-3.6	eV
total energy	-54060.595	eV
HOMO energy	-11.1	eV

The geometry in ORCA input format:
```
! RIJCOSX wB97M-V def2-TZVPD def2/J DEFGRID3
* xyz 1 1
C -3.61179 -0.52144 0.65959
P -2.64269 0.45669 -0.66201
C -2.01730 -0.85290 -1.92252
C -0.60970 -0.24943 -2.47415
O 0.37418 -0.39597 -1.70728
F -0.55990 0.43012 -3.72164
H -4.50013 -1.00430 0.10015
H -3.93112 0.17181 1.51130
H -2.89302 -1.34135 1.03563
H -1.50517 1.15799 -0.10602
H -3.44810 1.43991 -1.32183
H -2.77553 -1.01842 -2.77474
H -1.85427 -1.83995 -1.34700
C 0.58571 -0.34378 3.30649
C -0.72027 -0.95879 3.72963
O -1.78419 -0.57949 3.25634
C -0.66899 -2.05590 4.75553
H 0.39580 0.43422 2.56217
H 1.07883 0.10963 4.16856
H 1.22796 -1.10598 2.86004
H -0.23218 -1.67821 5.67981
H -0.08271 -2.89427 4.37395
H -1.68262 -2.40442 4.96438
C -2.57694 -0.66104 -8.23862
C -3.24480 0.00858 -7.06818
O -4.45477 0.13598 -7.01602
C -2.35855 0.51619 -5.96148
H -3.33711 -0.97538 -8.95725
H -1.89861 0.04006 -8.73011
H -2.02960 -1.54331 -7.89954
H -1.67086 1.26923 -6.35232
H -1.80228 -0.31321 -5.52181
H -2.97619 0.97511 -5.18473
C 2.02148 1.60030 -6.31768
C 1.23192 2.11468 -7.49247
O 0.58863 1.35982 -8.20124
C 1.26816 3.59538 -7.75721
H 1.90298 0.51623 -6.24882
H 3.08043 1.82859 -6.45339
H 1.65180 2.05214 -5.39451
H 2.29452 3.91285 -7.95744
H 0.86521 4.13667 -6.89833
H 0.65509 3.82177 -8.63252
C -3.99871 -4.37356 7.20147
C -2.66055 -4.94427 6.81337
O -1.68345 -4.22941 6.67570
C -2.57679 -6.43251 6.60211
H -3.91000 -3.29115 7.32002
H -4.73232 -4.58112 6.41942
H -4.32522 -4.80386 8.15054
H -3.24720 -6.73159 5.79341
H -2.84013 -6.95430 7.52456
H -1.55456 -6.70207 6.32712
C 5.53893 3.54155 -10.94527
C 5.13648 3.60846 -9.49639
O 4.72697 4.64332 -9.00013
C 5.25985 2.34646 -8.68381
H 5.39779 4.52197 -11.40559
H 6.59246 3.26531 -11.02610
H 4.91560 2.81501 -11.47103
H 6.30101 2.01764 -8.66378
H 4.62376 1.56694 -9.10931
H 4.93539 2.54308 -7.65925
C -1.55127 1.58017 5.93026
C -0.42475 2.43130 6.45253
O 0.43734 2.86479 5.70911
C -0.40504 2.72558 7.92899
H -1.43675 1.45117 4.85195
H -1.52457 0.59687 6.40549
H -2.50823 2.06957 6.12440
H -0.32832 1.79319 8.49292
H -1.31067 3.26601 8.21251
H 0.46168 3.34831 8.16247
C 3.28683 -2.17728 7.52485
C 2.52836 -0.94481 7.11218
O 1.72168 -0.97393 6.19741
C 2.80326 0.32543 7.87140
H 2.98748 -3.01564 6.89164
H 4.35937 -2.01182 7.40270
H 3.05769 -2.42410 8.56364
H 3.85424 0.60213 7.76463
H 2.55267 0.18984 8.92579
H 2.18635 1.13092 7.46537
*
```


Molecular formula: C24H4Cl88NO2
Method: DFT, ωB97M-V/def2-TZVPD

gap between HOMO and LUMO	2.735	eV
E_LUMO	0.9	eV
total energy	-1132500.432	eV
HOMO energy	-1.9	eV

The geometry in ORCA input format:
```
! RIJCOSX wB97M-V def2-TZVPD def2/J DEFGRID3
* xyz -1 1
C 0.64628 2.59744 -5.29909
C 1.16724 1.44569 -6.14713
O 0.69954 0.18414 -5.41941
N 1.32440 -0.96360 -5.89347
O 2.50841 -0.94235 -5.88750
H 0.00646 3.23382 -5.93183
H 1.44486 3.23701 -4.90438
H 0.03159 2.25566 -4.44942
H 0.58736 1.42455 -7.08106
C -3.49561 -0.39714 -5.41676
Cl -3.12551 -0.76922 -7.09372
Cl -5.22767 -0.67627 -5.12545
Cl -2.53241 -1.39837 -4.33204
Cl -3.10678 1.27817 -5.04028
C -1.04403 5.12533 -2.43990
Cl -1.00564 4.15880 -0.95689
Cl -2.24073 4.44150 -3.53954
Cl -1.53573 6.78923 -2.06853
Cl 0.55649 5.12917 -3.16988
C -4.34609 4.54242 -7.31811
Cl -5.48090 5.70717 -8.02802
Cl -2.75090 5.27925 -7.17205
Cl -4.94583 4.07799 -5.72721
Cl -4.23862 3.11565 -8.34671
C -1.42216 3.57233 3.32830
Cl -2.58826 2.82800 4.44968
Cl 0.13663 3.76206 4.12071
Cl -1.23317 2.53661 1.91867
Cl -2.02564 5.15564 2.83453
C -1.78686 -0.83241 -0.24888
Cl -0.35949 -0.65565 0.77941
Cl -3.24015 -0.91567 0.75671
Cl -1.89395 0.55318 -1.33300
Cl -1.62024 -2.32176 -1.18024
C -8.89849 6.40692 -10.17351
Cl -8.59660 4.75167 -9.64565
Cl -10.63443 6.73788 -10.11331
Cl -8.05121 7.53440 -9.10709
Cl -8.31217 6.61411 -11.82480
C 1.10219 -5.56992 0.11031
Cl 1.33601 -6.30070 1.70633
Cl -0.20672 -6.40671 -0.73422
Cl 0.68926 -3.87093 0.29894
Cl 2.59499 -5.71772 -0.82556
C -8.51688 5.18317 -3.51514
Cl -8.22700 3.51312 -3.02017
Cl -10.25371 5.51942 -3.46711
Cl -7.67671 6.27454 -2.40850
Cl -7.90923 5.41852 -5.15157
C -4.19278 5.68902 -13.14879
Cl -5.63694 5.97928 -14.13292
Cl -4.65215 5.51487 -11.45698
Cl -3.39833 4.21308 -13.70017
Cl -3.08572 7.05462 -13.32320
C 6.22991 -0.25623 -7.08412
Cl 6.00413 -1.03557 -5.52024
Cl 5.45240 1.31779 -7.06784
Cl 7.96983 -0.07452 -7.40841
Cl 5.50676 -1.25758 -8.34683
C 3.61683 -0.55396 -0.21056
Cl 3.55138 -1.67843 1.15942
Cl 2.75446 0.92861 0.20714
Cl 5.30308 -0.17521 -0.57343
Cl 2.85758 -1.29340 -1.61641
C -0.03656 -1.59869 5.09088
Cl 1.11808 -1.75270 3.76852
Cl -0.13462 0.09407 5.58902
Cl -1.62417 -2.14638 4.54608
Cl 0.49328 -2.58695 6.45852
C 2.37923 -9.30307 4.09411
Cl 2.64068 -10.11651 5.63806
Cl 1.05405 -10.08724 3.23029
Cl 1.96700 -7.60677 4.37268
Cl 3.84029 -9.37096 3.11109
C -4.02814 9.40309 -4.19319
Cl -2.82124 9.64676 -2.92585
Cl -5.60811 9.11563 -3.45550
Cl -4.11030 10.84657 -5.21134
Cl -3.57659 8.01020 -5.17265
C -0.79613 4.12582 8.60695
Cl -0.60475 5.86937 8.83936
Cl -1.53705 3.81501 7.03605
Cl 0.79401 3.35224 8.66444
Cl -1.81556 3.46711 9.89121
C 4.89288 -10.78776 -0.42768
Cl 5.65699 -11.32215 -1.92380
Cl 4.08942 -9.23924 -0.69566
Cl 3.70533 -11.98409 0.10217
Cl 6.12868 -10.59609 0.82475
C 1.54491 7.56257 3.67391
Cl 0.41394 8.62958 2.83564
Cl 3.04777 8.42435 4.00945
Cl 0.83093 7.04342 5.20768
Cl 1.88317 6.15761 2.66250
C -0.51603 -9.45435 8.52478
Cl 0.14092 -8.76290 7.04556
Cl -0.99537 -8.14904 9.62539
Cl -1.92817 -10.44502 8.14572
Cl 0.71628 -10.46133 9.29304
C 4.52451 6.79563 7.60678
Cl 5.62178 6.35079 6.29729
Cl 3.83730 8.38834 7.28237
Cl 3.22056 5.60873 7.71378
Cl 5.41325 6.83320 9.13468
C 3.50334 -8.06766 11.81973
Cl 1.98100 -7.98089 10.93481
Cl 3.17474 -8.11049 13.55347
Cl 4.37347 -9.53294 11.34710
Cl 4.49094 -6.65092 11.44522
C 1.75078 -5.35758 16.08845
Cl 2.39908 -4.65094 14.60919
Cl 1.26292 -4.07188 17.19654
Cl 0.35142 -6.36140 15.69661
Cl 2.99155 -6.35636 16.85558
C 7.86346 -8.72629 -4.60090
Cl 6.31404 -8.58178 -5.43301
Cl 7.58459 -8.84042 -2.86250
Cl 8.69526 -10.18593 -5.15534
Cl 8.85832 -7.31188 -4.95515
*
```